(1)
Here is a structure of composition C18H19AuN5O in a non-equilibrium geometry from the Open Molecules 2025 dataset. Energies are from the ωB97M-V functional and the def2-TZVPD basis.

```
44
C18H19AuN5O the ωB97M-V functional and the def2-TZVPD basis
Au -0.12 0.17 0.00
N 2.17 2.69 0.07
C 2.75 1.45 -0.11
C 4.14 1.41 -0.09
C 4.80 0.23 -0.40
C 4.05 -0.89 -0.73
C 2.67 -0.80 -0.68
N 2.01 0.34 -0.35
C 0.89 3.16 0.06
C 0.74 4.54 0.11
C -0.53 5.10 0.08
C -1.62 4.25 0.01
C -1.41 2.88 -0.02
N -0.17 2.33 -0.01
H 2.85 3.41 0.16
H 4.70 2.31 0.16
H 5.88 0.19 -0.39
H 4.52 -1.82 -1.02
H 2.06 -1.66 -0.92
H 1.62 5.17 0.18
H -0.65 6.17 0.12
H -2.63 4.64 -0.01
H -2.24 2.19 -0.03
C -4.53 -0.30 0.78
C -3.23 -0.59 0.10
O -2.24 0.24 0.24
N -3.13 -1.68 -0.61
C -1.93 -2.06 -1.37
C -0.94 -2.73 -0.46
C -0.86 -4.09 -0.35
C 0.02 -4.66 0.57
C 0.78 -3.83 1.40
C 0.68 -2.48 1.25
N -0.16 -1.92 0.32
H -4.53 0.69 1.21
H -4.70 -1.02 1.58
H -5.36 -0.39 0.07
H -3.92 -2.29 -0.63
H -1.50 -1.17 -1.81
H -2.23 -2.71 -2.18
H -1.47 -4.72 -0.99
H 0.09 -5.73 0.66
H 1.45 -4.24 2.15
H 1.24 -1.80 1.88
```

Summary:
**Net charge**: +3
**Kohn-Sham gap**: 5.16 eV

Quick look at the natural (NBO) charges, all values in e: number 1, Au, carries 1.43; number 2, N, carries -0.54; number 3, C, carries 0.41; number 4, C, carries -0.24; number 5, C, carries -0.05; number 6, C, carries -0.24; number 7, C, carries 0.05; number 8, N, carries -0.50; number 9, C, carries 0.40; number 10, C, carries -0.24; number 11, C, carries -0.06; number 12, C, carries -0.23; number 13, C, carries 0.06; number 14, N, carries -0.50; number 15, H, carries 0.44; number 16, H, carries 0.27; number 17, H, carries 0.28; number 18, H, carries 0.28; number 19, H, carries 0.23; number 20, H, carries 0.26; number 21, H, carries 0.28; number 22, H, carries 0.28; number 23, H, carries 0.25; number 24, C, carries -0.71; number 25, C, carries 0.74; number 26, O, carries -0.71; number 27, N, carries -0.51; number 28, C, carries -0.27; number 29, C, carries 0.21; number 30, C, carries -0.21; number 31, C, carries -0.05; number 32, C, carries -0.22; number 33, C, carries 0.07; number 34, N, carries -0.51; number 35, H, carries 0.27; number 36, H, carries 0.29; number 37, H, carries 0.28; number 38, H, carries 0.45; number 39, H, carries 0.23; number 40, H, carries 0.28; number 41, H, carries 0.27; number 42, H, carries 0.28; number 43, H, carries 0.28; number 44, H, carries 0.24


(2)
Here is a structure of composition C18H15AuCl2F5N2S2 from the Open Molecules 2025 dataset. Energies are from the ωB97M-V functional and the def2-TZVPD basis.

```
45
C18H15AuCl2F5N2S2 the ωB97M-V functional and the def2-TZVPD basis
Au 0.48 -0.12 -0.77
F 0.69 -3.62 5.26
C 0.83 -2.68 4.34
C 1.14 -3.03 3.03
F 1.28 -4.30 2.70
C 1.29 -2.04 2.07
F 1.59 -2.43 0.83
C 1.13 -0.69 2.38
S 1.32 0.67 1.27
C 0.81 -0.38 3.69
F 0.64 0.90 4.03
C 0.67 -1.34 4.67
F 0.38 -1.00 5.92
Cl 0.73 1.82 -2.85
C 2.48 1.79 -2.92
C 3.07 2.77 -3.69
C 4.45 2.83 -3.77
C 5.23 1.91 -3.09
C 4.62 0.93 -2.32
Cl 5.64 -0.21 -1.51
C 3.22 0.83 -2.22
S 2.60 -0.54 -1.34
H 2.45 3.50 -4.20
H 4.92 3.60 -4.37
H 6.30 1.94 -3.15
C -1.99 -0.88 0.83
C -3.53 -0.84 1.01
N -4.15 -0.03 -0.03
C -3.62 1.33 0.04
C -2.09 1.33 -0.17
N -1.62 -0.08 -0.38
C -2.32 -0.66 -1.57
C -3.86 -0.60 -1.33
H -1.62 -1.90 0.67
H -1.46 -0.45 1.67
H -3.78 -0.41 1.98
H -3.95 -1.85 0.97
H -3.88 1.75 1.01
H -4.12 1.93 -0.72
H -1.55 1.72 0.68
H -1.80 1.90 -1.05
H -1.96 -1.68 -1.69
H -2.02 -0.07 -2.44
H -4.28 -1.61 -1.38
H -4.34 0.00 -2.10
```

Summary:
**Net charge**: +1
**Kohn-Sham gap**: 5.62 eV

Quick look at the natural (NBO) charges, all values in e: number 1, Au, carries 0.91; number 2, F, carries -0.26; number 3, C, carries 0.29; number 4, C, carries 0.32; number 5, F, carries -0.28; number 6, C, carries 0.30; number 7, F, carries -0.30; number 8, C, carries -0.33; number 9, S, carries 0.07; number 10, C, carries 0.33; number 11, F, carries -0.28; number 12, C, carries 0.28; number 13, F, carries -0.26; number 14, Cl, carries 0.01; number 15, C, carries -0.02; number 16, C, carries -0.22; number 17, C, carries -0.15; number 18, C, carries -0.21; number 19, C, carries -0.02; number 20, Cl, carries 0.07; number 21, C, carries -0.29; number 22, S, carries 0.09; number 23, H, carries 0.24; number 24, H, carries 0.24; number 25, H, carries 0.25; number 26, C, carries -0.26; number 27, C, carries -0.26; number 28, N, carries -0.39; number 29, C, carries -0.26; number 30, C, carries -0.26; number 31, N, carries -0.49; number 32, C, carries -0.27; number 33, C, carries -0.25; number 34, H, carries 0.22; number 35, H, carries 0.22; number 36, H, carries 0.22; number 37, H, carries 0.22; number 38, H, carries 0.22; number 39, H, carries 0.22; number 40, H, carries 0.23; number 41, H, carries 0.21; number 42, H, carries 0.22; number 43, H, carries 0.22; number 44, H, carries 0.22; number 45, H, carries 0.22


(3)
Here is a cluster of 3 separate species, C23H25BN2O10 in total in a non-equilibrium geometry from the Open Molecules 2025 dataset. Energies are from the ωB97M-V functional and the def2-TZVPD basis.

```
61
C23H25BN2O10 the ωB97M-V functional and the def2-TZVPD basis
C 1.50 -0.91 2.50
C 0.00 -0.72 2.45
O -0.34 0.66 2.61
B -1.51 1.08 2.05
O -1.54 2.35 1.48
C -2.84 0.22 2.02
C -3.78 0.40 1.09
C -5.01 -0.45 1.08
O -6.10 -0.03 0.72
C -4.80 -1.85 1.58
O -5.61 -2.76 1.02
C -5.17 -4.10 1.06
C -5.71 -4.90 2.27
C -4.66 -5.86 2.82
O -6.21 -4.05 3.29
C -3.87 -2.03 2.53
C -3.12 -0.86 3.02
O -2.75 -0.78 4.18
H 1.97 -0.78 1.53
H 1.70 -1.92 2.84
H 1.92 -0.23 3.23
H -0.44 -1.28 3.27
H -0.44 -1.14 1.54
H -1.37 2.23 0.54
H -3.70 1.16 0.33
H -5.58 -4.58 0.17
H -4.08 -4.18 1.01
H -6.55 -5.51 1.95
H -4.73 -6.83 2.33
H -4.86 -6.04 3.87
H -3.65 -5.49 2.66
H -5.56 -3.99 3.98
H -3.66 -3.00 2.95
C 1.49 4.56 -4.10
C 2.20 3.58 -3.42
C 1.53 2.51 -2.85
C 0.15 2.44 -2.97
C -0.57 3.42 -3.62
C 0.10 4.48 -4.19
N -0.55 1.30 -2.38
O 0.10 0.47 -1.79
O -1.76 1.25 -2.51
H 2.01 5.39 -4.55
H 3.28 3.65 -3.35
H 2.08 1.74 -2.33
H -1.65 3.35 -3.70
H -0.45 5.25 -4.71
C 7.77 0.14 -1.51
C 6.80 0.37 -0.54
C 5.96 1.46 -0.66
C 6.10 2.30 -1.75
C 7.06 2.09 -2.72
C 7.90 1.00 -2.59
N 5.19 3.45 -1.89
O 4.36 3.62 -1.02
O 5.31 4.15 -2.87
H 8.43 -0.72 -1.42
H 6.70 -0.30 0.30
H 5.20 1.65 0.09
H 7.16 2.76 -3.56
H 8.66 0.82 -3.34
```

Summary:
**Kohn-Sham gap**: 8.55 eV

Quick look at the natural (NBO) charges, all values in e: number 1, C, carries -0.62; number 2, C, carries -0.07; number 3, O, carries -0.70; number 4, B, carries 1.17; number 5, O, carries -0.92; number 6, C, carries -0.42; number 7, C, carries -0.18; number 8, C, carries 0.47; number 9, O, carries -0.46; number 10, C, carries 0.31; number 11, O, carries -0.44; number 12, C, carries -0.09; number 13, C, carries 0.07; number 14, C, carries -0.65; number 15, O, carries -0.70; number 16, C, carries -0.40; number 17, C, carries 0.54; number 18, O, carries -0.52; number 19, H, carries 0.21; number 20, H, carries 0.21; number 21, H, carries 0.22; number 22, H, carries 0.18; number 23, H, carries 0.17; number 24, H, carries 0.49; number 25, H, carries 0.24; number 26, H, carries 0.20; number 27, H, carries 0.18; number 28, H, carries 0.18; number 29, H, carries 0.22; number 30, H, carries 0.22; number 31, H, carries 0.20; number 32, H, carries 0.47; number 33, H, carries 0.22; number 34, C, carries -0.17; number 35, C, carries -0.19; number 36, C, carries -0.21; number 37, C, carries 0.07; number 38, C, carries -0.21; number 39, C, carries -0.21; number 40, N, carries 0.52; number 41, O, carries -0.39; number 42, O, carries -0.38; number 43, H, carries 0.22; number 44, H, carries 0.23; number 45, H, carries 0.24; number 46, H, carries 0.25; number 47, H, carries 0.22; number 48, C, carries -0.17; number 49, C, carries -0.21; number 50, C, carries -0.21; number 51, C, carries 0.08; number 52, C, carries -0.21; number 53, C, carries -0.21; number 54, N, carries 0.52; number 55, O, carries -0.36; number 56, O, carries -0.39; number 57, H, carries 0.22; number 58, H, carries 0.23; number 59, H, carries 0.25; number 60, H, carries 0.25; number 61, H, carries 0.22


(4)
Here is a cluster of 2 separate species, C4H12NOS in total from the Open Molecules 2025 dataset. Energies are from the ωB97M-V functional and the def2-TZVPD basis.

```
19
C4H12NOS the ωB97M-V functional and the def2-TZVPD basis
C 0.89 -0.47 2.82
N -0.09 -0.77 1.78
C 0.14 -0.03 0.52
C -0.89 -0.49 -0.52
S -1.14 0.75 -1.82
C 1.58 -0.09 0.00
H 0.68 0.54 3.15
H 0.81 -1.16 3.66
H 1.94 -0.58 2.49
H -0.02 -1.75 1.52
H -0.06 1.03 0.73
H -0.53 -1.47 -0.88
H -1.81 -0.74 0.02
H 2.02 -1.09 0.02
H 2.18 0.66 0.51
H 1.53 0.11 -1.08
H -2.22 1.45 -3.66
H -2.19 2.27 -4.93
O -2.81 1.84 -4.34
```

Summary:
**Net charge**: -1
**ΔE to the lowest compared entry with this formula, charge and spin**: 48.9 kJ/mol
**Kohn-Sham gap**: 6.33 eV

Quick look at the natural (NBO) charges, all values in e: number 1, C, carries -0.41; number 2, N, carries -0.62; number 3, C, carries -0.07; number 4, C, carries -0.51; number 5, S, carries -0.73; number 6, C, carries -0.65; number 7, H, carries 0.19; number 8, H, carries 0.18; number 9, H, carries 0.16; number 10, H, carries 0.33; number 11, H, carries 0.19; number 12, H, carries 0.16; number 13, H, carries 0.19; number 14, H, carries 0.18; number 15, H, carries 0.19; number 16, H, carries 0.25; number 17, H, carries 0.50; number 18, H, carries 0.44; number 19, O, carries -0.97


(5)
Here is a cluster of 2 separate species, CN4OP in total in a non-equilibrium geometry from the Open Molecules 2025 dataset. Energies are from the ωB97M-V functional and the def2-TZVPD basis.

```
7
CN4OP the ωB97M-V functional and the def2-TZVPD basis
C -0.05 0.31 -0.04
N -0.50 -0.95 0.00
N -1.00 1.22 -0.02
N -1.80 -0.79 0.03
N -2.10 0.49 0.02
O 3.03 -0.81 -0.02
P 2.43 0.53 0.03
```

Summary:
**Net charge**: -1
**ΔE to the lowest compared entry with this formula, charge and spin**: 197.1 kJ/mol
**Kohn-Sham gap**: 7.19 eV

Quick look at the natural (NBO) charges, all values in e: number 1, C, carries 0.04; number 2, N, carries -0.43; number 3, N, carries -0.44; number 4, N, carries -0.18; number 5, N, carries -0.18; number 6, O, carries -0.99; number 7, P, carries 1.18


(6)
Here is a structure of composition C26H28N7O8PtS2 in a non-equilibrium geometry from the Open Molecules 2025 dataset. Energies are from the ωB97M-V functional and the def2-TZVPD basis.

```
72
C26H28N7O8PtS2 the ωB97M-V functional and the def2-TZVPD basis
Pt -0.16 0.29 0.32
O -0.76 -2.46 6.55
C -0.27 -3.11 5.62
O 0.12 -4.27 5.46
C -0.13 -2.26 4.34
C 0.55 -1.04 4.35
C 0.65 -0.30 3.19
N 0.07 -0.72 2.06
C -0.65 -1.86 2.05
C -0.73 -2.67 3.15
C -1.52 -2.07 0.86
O -2.11 -3.07 0.60
O -1.68 -0.96 0.11
H 0.98 -0.67 5.27
H 1.19 0.63 3.14
H -1.29 -3.60 3.11
C 4.84 0.19 -0.44
N 3.75 0.22 0.53
C 3.58 -1.02 1.27
C 2.96 1.31 0.72
O 1.73 1.25 1.02
N 3.57 2.51 0.66
C 2.80 3.75 0.63
C 4.95 2.70 1.09
H 4.70 -0.67 -1.09
H 5.81 0.11 0.05
H 4.82 1.09 -1.05
H 4.46 -1.18 1.90
H 3.49 -1.87 0.60
H 2.71 -0.98 1.91
H 1.90 3.63 0.05
H 3.40 4.51 0.16
H 2.56 4.08 1.65
H 5.35 1.79 1.52
H 4.97 3.47 1.86
H 5.59 3.02 0.26
S -1.17 3.91 2.78
C -0.62 2.91 1.53
N -1.18 1.74 1.46
C -2.15 1.55 2.45
C -2.98 0.45 2.65
C -3.83 0.46 3.73
C -3.90 1.55 4.59
C -3.13 2.68 4.38
C -2.26 2.66 3.30
H 0.18 3.20 0.87
H -2.98 -0.38 1.96
H -4.47 -0.40 3.90
H -4.58 1.52 5.44
H -3.20 3.54 5.03
O -0.25 2.44 -3.08
N 0.03 2.03 -1.99
O 0.97 2.36 -1.29
O -0.76 1.07 -1.49
N -0.84 -1.59 -2.62
C -0.02 -2.17 -1.78
S 1.14 -1.28 -0.80
N 0.03 -3.48 -1.67
C -0.77 -4.41 -2.43
C -0.66 -4.43 -3.81
C -1.43 -5.34 -4.53
C -2.27 -6.21 -3.86
C -2.36 -6.19 -2.48
C -1.61 -5.28 -1.75
H -0.93 -0.58 -2.62
H -1.56 -2.14 -3.08
H 0.54 -3.84 -0.87
H 0.03 -3.77 -4.32
H -1.35 -5.37 -5.61
H -2.87 -6.92 -4.43
H -3.01 -6.88 -1.96
H -1.69 -5.22 -0.67
```

Summary:
**Net charge**: +1
**ΔE to the lowest compared entry with this formula, charge and spin**: 25.0 kJ/mol
**Kohn-Sham gap**: 5.27 eV

Quick look at the Mulliken charges, all values in e: number 1, Pt, carries 4.27; number 2, O, carries -0.66; number 3, C, carries 0.09; number 4, O, carries -0.66; number 5, C, carries 0.10; number 6, C, carries -0.87; number 7, C, carries -0.32; number 8, N, carries -0.31; number 9, C, carries 0.69; number 10, C, carries -0.58; number 11, C, carries -0.03; number 12, O, carries -0.58; number 13, O, carries -0.92; number 14, H, carries 0.55; number 15, H, carries 0.49; number 16, H, carries 0.64; number 17, C, carries -1.20; number 18, N, carries 0.62; number 19, C, carries -1.11; number 20, C, carries 0.12; number 21, O, carries -0.96; number 22, N, carries 0.11; number 23, C, carries -0.93; number 24, C, carries -1.24; number 25, H, carries 0.35; number 26, H, carries 0.37; number 27, H, carries 0.38; number 28, H, carries 0.39; number 29, H, carries 0.31; number 30, H, carries 0.40; number 31, H, carries 0.22; number 32, H, carries 0.46; number 33, H, carries 0.32; number 34, H, carries 0.44; number 35, H, carries 0.42; number 36, H, carries 0.33; number 37, S, carries -0.20; number 38, C, carries -0.10; number 39, N, carries -0.26; number 40, C, carries -0.24; number 41, C, carries -0.26; number 42, C, carries -0.81; number 43, C, carries -0.58; number 44, C, carries -0.59; number 45, C, carries 0.72; number 46, H, carries 0.24; number 47, H, carries 0.63; number 48, H, carries 0.45; number 49, H, carries 0.43; number 50, H, carries 0.42; number 51, O, carries -0.61; number 52, N, carries 0.88; number 53, O, carries -0.52; number 54, O, carries -0.80; number 55, N, carries -0.07; number 56, C, carries 0.07; number 57, S, carries -0.27; number 58, N, carries 0.03; number 59, C, carries 0.07; number 60, C, carries -0.07; number 61, C, carries -0.59; number 62, C, carries -0.46; number 63, C, carries -0.72; number 64, C, carries -0.38; number 65, H, carries 0.21; number 66, H, carries 0.29; number 67, H, carries 0.34; number 68, H, carries 0.49; number 69, H, carries 0.40; number 70, H, carries 0.40; number 71, H, carries 0.40; number 72, H, carries 0.38


(7)
Here is a structure of composition C3H3N3O2S in a non-equilibrium geometry from the Open Molecules 2025 dataset. Energies are from the ωB97M-V functional and the def2-TZVPD basis.

```
12
C3H3N3O2S the ωB97M-V functional and the def2-TZVPD basis
C 2.65 0.40 0.27
C 0.78 -1.58 -0.87
C 0.38 -0.53 -1.65
N 3.58 -0.23 0.48
N 0.84 -2.41 -0.09
N -0.37 0.34 0.95
O 1.71 1.20 0.08
O -0.31 1.95 -0.97
S 0.26 0.73 -0.52
H 1.10 -0.07 -2.42
H -0.12 -0.53 1.20
H -1.32 0.54 1.31
```

Summary:
**ΔE to the lowest compared entry with this formula, charge and spin**: 413.0 kJ/mol
**Kohn-Sham gap**: 10.05 eV

Quick look at the natural (NBO) charges, all values in e: number 1, C, carries 0.51; number 2, C, carries 0.18; number 3, C, carries -0.80; number 4, N, carries -0.34; number 5, N, carries -0.33; number 6, N, carries -1.04; number 7, O, carries -0.65; number 8, O, carries -0.86; number 9, S, carries 2.20; number 10, H, carries 0.28; number 11, H, carries 0.41; number 12, H, carries 0.45


What is the Kohn-Sham gap in the first record?
5.16 eV